Entry 1:
50
Properties=species:S:1:pos:R:3:lowdin_charge:R:1 method="wB97M-V/def2-TZVPD" smiles="CCOC(=O)[C@@H](c1ccncc1)[C@@H](/C=C/c1ccc(Br)cc1)c1ccc(Br)cc1" max_force_ev_per_a=5.31 homo_lumo_gap_ev=7.46 total_charge=0 e_lumo_ev=-0.7 energy_ha=-6280.353801 homo_energy_ev=-8.19
C -2.82 -1.22 3.29 -0.07
C -2.14 -1.78 2.06 -0.19
O -0.88 -1.04 1.89 -0.01
C -0.03 -1.62 1.01 -0.49
O -0.36 -2.58 0.30 0.06
C 1.23 -0.84 0.92 -0.05
C 2.46 -1.63 0.84 -0.19
C 2.56 -2.82 0.09 -0.01
C 3.81 -3.47 -0.07 -0.13
N 4.92 -3.07 0.53 0.04
C 4.86 -1.97 1.30 -0.14
C 3.69 -1.20 1.45 0.00
C 0.60 0.17 -0.56 -0.15
C -0.64 0.84 -0.47 -0.04
C -1.81 0.17 -0.78 -0.02
C -3.07 0.83 -0.96 -0.21
C -4.31 0.12 -1.10 -0.02
C -5.55 0.79 -1.11 -0.12
C -5.58 2.20 -1.00 -0.68
Br -7.21 3.16 -0.87 0.72
C -4.37 2.94 -0.99 -0.12
C -3.16 2.25 -0.98 -0.03
C 1.80 0.91 -1.00 -0.21
C 2.70 0.43 -1.98 0.00
C 3.71 1.27 -2.50 -0.11
C 3.93 2.52 -1.91 -0.68
Br 5.34 3.63 -2.56 0.71
C 3.13 2.98 -0.84 -0.11
C 2.06 2.16 -0.41 -0.03
H -3.92 -1.31 3.19 0.09
H -2.44 -1.76 4.18 0.09
H -2.52 -0.18 3.46 0.08
H -1.91 -2.85 2.19 0.13
H -2.76 -1.62 1.14 0.12
H 1.29 0.00 1.60 0.14
H 1.65 -3.20 -0.41 0.11
H 3.88 -4.36 -0.71 0.11
H 5.80 -1.67 1.80 0.11
H 3.68 -0.23 2.03 0.12
H 0.54 -0.84 -0.99 0.13
H -0.65 1.91 -0.23 0.11
H -1.82 -0.91 -0.87 0.12
H -4.31 -0.97 -1.24 0.12
H -6.51 0.25 -1.15 0.11
H -4.37 4.02 -0.95 0.10
H -2.22 2.82 -1.05 0.11
H 2.56 -0.59 -2.37 0.12
H 4.32 0.93 -3.32 0.10
H 3.36 3.92 -0.35 0.10
H 1.47 2.49 0.47 0.12


Entry 2:
23
Properties=species:S:1:pos:R:3:lowdin_charge:R:1 method="wB97M-V/def2-TZVPD" max_force_ev_per_a=10.62 homo_lumo_gap_ev=3.58 total_charge=-1 e_lumo_ev=1.2 energy_ha=-1099.348761 homo_energy_ev=-2.35
Cs -0.20 -0.94 -0.81 2.25
S 0.05 -1.97 -3.39 -0.07
O 0.33 -0.57 -3.29 -0.58
O -0.47 -2.30 -4.72 -0.43
O 1.22 -2.79 -3.22 -0.43
O -0.87 -2.42 -2.39 -0.77
C -1.13 -0.60 2.00 -0.79
O -1.25 -1.08 0.91 -0.51
N -1.99 -0.82 2.95 0.17
N -0.26 0.27 2.42 0.17
H -1.93 -0.50 3.90 0.11
H -2.84 -1.26 2.62 0.13
H 0.07 0.80 1.63 0.04
H -0.34 0.69 3.33 0.13
C 1.74 1.04 0.39 -0.14
C 1.01 1.92 -0.65 -0.24
O -0.31 1.32 -0.78 -0.49
H 2.12 0.18 -0.17 0.05
H 1.08 0.78 1.22 0.00
H 2.61 1.53 0.81 0.08
H 1.42 1.75 -1.65 0.12
H 0.95 2.99 -0.43 0.11
H -1.01 1.97 -0.68 0.09


Entry 3:
16
Properties=species:S:1:pos:R:3:lowdin_charge:R:1 method="wB97M-V/def2-TZVPD" smiles="O=CN1CCCC1" max_force_ev_per_a=2.15 homo_lumo_gap_ev=10.24 total_charge=0 e_lumo_ev=0.9 energy_ha=-325.898742 homo_energy_ev=-9.31
O 2.03 -2.23 -0.46 0.03
C 1.10 -1.64 -0.95 -0.34
N 0.21 -0.98 -0.15 -0.09
C 0.81 -0.11 0.89 -0.13
C -0.15 1.05 1.13 -0.16
C -0.91 1.17 -0.21 -0.17
C -0.95 -0.28 -0.74 -0.16
H 1.04 -1.57 -2.04 0.13
H 0.88 -0.74 1.78 0.12
H 1.79 0.22 0.55 0.12
H -0.91 0.93 1.91 0.11
H 0.37 1.96 1.42 0.11
H -0.46 1.86 -0.94 0.11
H -1.96 1.45 -0.08 0.10
H -1.02 -0.42 -1.82 0.11
H -1.86 -0.68 -0.28 0.11